[1]
# C2H10N2O

2 unconnected molecules or ions with the total composition C2H10N2O at a distorted geometry (ωB97M-V with the def2-TZVPD basis set, the Open Molecules 2025 dataset).

As for the gap between HOMO and LUMO: 9.858 eV. As for the structure (SMILES): NCCN.O. As for the energy above the lowest of the compared OMol25 structures with the same formula, charge and spin: 12.66 kcal/mol. The molar mass is 78.115 g/mol.

Last columns: bonded neighbours and bond lengths (Å).
Atoms and positions in Å:
1 N 0.1904 1.6488 -0.9696  C2 1.472, H5 1.020, H6 1.026
2 C 0.6334 0.7933 0.1438  N1 1.472, C3 1.534, H7 1.097, H8 1.096
3 C 1.1607 -0.5173 -0.4536  C2 1.534, N4 1.468, H9 1.099, H10 1.088
4 N 1.8816 -1.3241 0.5391  C3 1.468, H11 1.003, H12 1.004
5 H -0.2949 2.4371 -0.5419  N1 1.020
6 H -0.4999 1.0810 -1.4730  N1 1.026
7 H -0.1344 0.5681 0.8945  C2 1.097
8 H 1.4356 1.1854 0.7790  C2 1.096
9 H 0.2527 -1.0745 -0.7221  C3 1.099
10 H 1.7519 -0.3725 -1.3549  C3 1.088
11 H 2.5244 -0.7284 1.0268  N4 1.003
12 H 2.3909 -2.0728 0.1063  N4 1.004
13 O -3.6377 -0.7795 0.9659  H14 0.958, H15 0.963
14 H -3.9351 0.1285 1.0331  O13 0.958
15 H -3.7195 -0.9733 0.0265  O13 0.963

Atom charges from the natural (NBO) analysis, given in e for atoms 1 to 5: N -0.821; C -0.226; C -0.220; N -0.835; H 0.354



[2]
# H30O15

15 unconnected molecules or ions with the total composition H30O15 at a distorted geometry (ωB97M-V with the def2-TZVPD basis set, the Open Molecules 2025 dataset).

As for the gap between HOMO and LUMO: 9.820 eV. As for the energy above the lowest of the compared OMol25 structures with the same formula, charge and spin: 82.27 kcal/mol. The molar mass is 270.225 g/mol.

Last columns: bonded neighbours and bond lengths (Å).
Atoms and positions in Å:
1 H -0.5997 0.2667 0.3571  O31 0.964
2 H 0.5723 -0.6749 0.1344  O31 0.964
3 H -2.6513 0.1620 -2.1669  O32 0.964
4 H -3.6968 -0.2124 -1.1292  O32 0.964
5 H -0.4245 1.6801 4.9993  O33 0.964
6 H -0.6356 2.6593 3.8561  O33 0.964
7 H -2.4230 3.6102 -2.6274  O34 0.964
8 H -1.6251 2.5739 -1.8531  O34 0.964
9 H -3.2326 1.7122 4.3954  O35 0.964
10 H -2.1526 0.6499 4.5188  O35 0.964
11 H 4.1128 -0.6491 -2.1473  O36 0.964
12 H 3.7527 0.4667 -3.1144  O36 0.964
13 H 0.2599 2.0908 -3.3698  O37 0.964
14 H 1.3119 3.1249 -3.7361  O37 0.964
15 H 1.9540 -0.1202 2.2837  O38 0.964
16 H 1.5885 1.2567 2.8134  O38 0.964
17 H 1.7494 -1.6239 -3.0572  O39 0.964
18 H 0.3194 -1.6446 -2.5426  O39 0.964
19 H -2.2711 -3.1607 3.6475  O40 0.964
20 H -1.8867 -2.0545 2.6787  O40 0.964
21 H 1.0167 -5.9974 0.2386  O41 0.964
22 H 1.8902 -4.7656 0.4107  O41 0.964
23 H 1.4955 -1.7722 2.1898  O42 0.964
24 H 1.1320 -2.5763 0.9523  O42 0.964
25 H -1.2632 3.4149 -0.4720  O43 0.964
26 H -1.6586 4.5428 0.4669  O43 0.964
27 H 2.4015 1.5359 -0.1137  O44 0.964
28 H 3.1150 2.8400 0.2030  O44 0.964
29 H -1.3024 -3.8609 -2.7605  O45 0.964
30 H -1.6100 -2.5952 -3.5436  O45 0.964
31 O -0.1359 -0.2191 -0.3342  H1 0.964, H2 0.964
32 O -2.9115 0.3322 -1.2546  H3 0.964, H4 0.964
33 O -0.0660 2.4879 4.6146  H5 0.964, H6 0.964
34 O -1.8987 2.8102 -2.7465  H7 0.964, H8 0.964
35 O -2.3297 1.5788 4.7052  H9 0.964, H10 0.964
36 O 3.8137 -0.4930 -3.0502  H11 0.964, H12 0.964
37 O 1.0523 2.2121 -3.9049  H13 0.964, H14 0.964
38 O 1.2235 0.5068 2.3303  H15 0.964, H16 0.964
39 O 1.0428 -2.2271 -2.8003  H17 0.964, H18 0.964
40 O -2.0526 -3.0030 2.7221  H19 0.964, H20 0.964
41 O 0.9730 -5.0587 0.4527  H21 0.964, H22 0.964
42 O 1.1549 -2.6308 1.9143  H23 0.964, H24 0.964
43 O -0.9742 4.2793 -0.1587  H25 0.964, H26 0.964
44 O 3.1829 2.0504 -0.3456  H27 0.964, H28 0.964
45 O -1.3131 -3.5052 -3.6562  H29 0.964, H30 0.964

Atom charges from the natural (NBO) analysis, given in e for atoms 1 to 5: H 0.478; H 0.463; H 0.479; H 0.475; H 0.472



[3]
# C6H9N3

3 unconnected molecules or ions with the total composition C6H9N3 at a distorted geometry (ωB97M-V with the def2-TZVPD basis set, the Open Molecules 2025 dataset).

As for the gap between HOMO and LUMO: 11.792 eV. As for the structure (SMILES): CC#N.CC#N.CC#N. As for the energy above the lowest of the compared OMol25 structures with the same formula, charge and spin: 13.50 kcal/mol. The molar mass is 123.159 g/mol.

Last columns: bonded neighbours and bond lengths (Å).
Atoms and positions in Å:
1 C 1.1342 3.0933 0.1156  C2 1.513, H4 1.090, H5 1.090, H6 1.090
2 C 0.0092 2.2423 -0.4312  C1 1.513, N3 1.151
3 N -0.8208 1.5781 -0.8738  C2 1.151
4 H 0.7204 3.7696 0.8636  C1 1.090
5 H 1.5429 3.7142 -0.6815  C1 1.090
6 H 1.9024 2.4936 0.6038  C1 1.090
7 C -2.6853 -1.2646 0.2014  C8 1.444, H10 1.090, H11 1.090, H12 1.090
8 C -3.8283 -2.1262 0.0070  C7 1.444, N9 1.150
9 N -4.7216 -2.8418 -0.1081  C8 1.150
10 H -1.7581 -1.8346 0.2602  C7 1.090
11 H -2.8315 -0.7132 1.1302  C7 1.090
12 H -2.6361 -0.5190 -0.5921  C7 1.090
13 C 1.8486 -1.1685 -0.1806  C14 1.474, H16 1.090, H17 1.090, H18 1.090
14 C 3.2597 -1.5004 0.0873  C13 1.474, N15 1.141
15 N 4.3360 -1.7152 0.4002  C14 1.141
16 H 1.7222 -0.1283 0.1197  C13 1.090
17 H 1.2320 -1.9192 0.3137  C13 1.090
18 H 1.5742 -1.1601 -1.2354  C13 1.090

Atom charges from the natural (NBO) analysis, given in e for atoms 1 to 5: C -0.711; C 0.300; N -0.356; H 0.257; H 0.259



[4]
# C14H16N2OS

A single C14H16N2OS molecule at a distorted geometry (ωB97M-V with the def2-TZVPD basis set, the Open Molecules 2025 dataset).

As for the gap between HOMO and LUMO: 8.611 eV. As for the structure (SMILES): O=C(NC(=S)N1CCc2ccccc21)C1CCC1. As for the energy above the lowest of the compared OMol25 structures with the same formula, charge and spin: 23.42 kcal/mol. The molar mass is 260.362 g/mol.

Last columns: bonded neighbours and bond lengths (Å).
Atoms and positions in Å:
1 O 2.4813 0.7464 1.9902  C2 1.209
2 C 1.7748 -0.1680 1.6337  O1 1.209, N3 1.387, C15 1.497
3 N 0.5010 0.1449 1.1815  C2 1.387, C4 1.377, H19 1.017
4 C -0.5885 -0.6236 0.8364  N3 1.377, S5 1.649, N6 1.352
5 S -0.8552 -2.1572 1.3822  C4 1.649
6 N -1.5191 -0.0096 0.0720  C4 1.352, C7 1.461, C14 1.396
7 C -2.8597 -0.5761 -0.0542  N6 1.461, C8 1.532, H20 1.092, H21 1.095
8 C -3.7305 0.5615 -0.5984  C7 1.532, C9 1.499, H22 1.089, H23 1.093
9 C -2.7172 1.5526 -1.0874  C8 1.499, C10 1.376, C14 1.400
10 C -2.9050 2.6860 -1.8447  C9 1.376, C11 1.390, H24 1.079
11 C -1.7969 3.4416 -2.2084  C10 1.390, C12 1.383, H25 1.079
12 C -0.5274 3.0409 -1.8326  C11 1.383, C13 1.389, H26 1.079
13 C -0.3258 1.9016 -1.0648  C12 1.389, C14 1.387, H27 1.078
14 C -1.4370 1.1718 -0.6679  N6 1.396, C9 1.400, C13 1.387
15 C 2.1992 -1.6022 1.5785  C2 1.497, C16 1.537, C18 1.545, H28 1.090
16 C 3.7096 -1.8380 1.7356  C15 1.537, C17 1.536, H29 1.087, H30 1.088
17 C 3.7253 -2.6026 0.4034  C16 1.536, C18 1.536, H31 1.088, H32 1.088
18 C 2.2544 -2.2299 0.1679  C15 1.545, C17 1.536, H33 1.087, H34 1.089
19 H 0.3398 1.1492 1.1754  N3 1.017
20 H -3.1875 -0.9454 0.9194  C7 1.092
21 H -2.8271 -1.4283 -0.7408  C7 1.095
22 H -4.3913 0.2256 -1.3964  C8 1.089
23 H -4.3491 1.0026 0.1868  C8 1.093
24 H -3.8967 2.9754 -2.1575  C10 1.079
25 H -1.9263 4.3331 -2.8019  C11 1.079
26 H 0.3306 3.6167 -2.1443  C12 1.079
27 H 0.6813 1.5963 -0.8304  C13 1.078
28 H 1.5860 -2.1784 2.2718  C15 1.090
29 H 3.9979 -2.4133 2.6117  C16 1.087
30 H 4.2729 -0.9072 1.7213  C16 1.088
31 H 3.8834 -3.6723 0.5197  C17 1.088
32 H 4.4219 -2.2228 -0.3407  C17 1.088
33 H 1.5739 -3.0644 0.0165  C18 1.087
34 H 2.1071 -1.5068 -0.6336  C18 1.089

Atom charges from the natural (NBO) analysis, given in e for atoms 1 to 5: O -0.580; C 0.719; N -0.654; C 0.297; S -0.198



Look up the molar mass of the second one.
270.225 g/mol



What is the molar mass in the third record?
123.159 g/mol